No. 1
Density functional theory data (the ωB97M-V functional and the def2-TZVPD basis) for a structure of composition C32H42N2OP2Pr.

Structure (ORCA input):
```
! RIJCOSX wB97M-V def2-TZVPD def2/J DEFGRID3
* xyz 1 3
C 0.124 -3.545 2.926
C 0.818 -2.624 2.164
C 0.345 -2.414 0.847
C -0.741 -3.077 0.292
C -1.369 -4.005 1.084
C -0.970 -4.243 2.393
C -1.124 -2.705 -1.102
C 0.044 -2.446 -1.996
C 1.124 -1.786 -1.422
C 2.303 -1.423 -2.129
C 2.331 -1.729 -3.483
C 1.253 -2.398 -4.092
C 0.141 -2.757 -3.335
H 0.452 -3.723 3.947
H -2.205 -4.560 0.656
H -1.488 -4.970 3.014
H -1.771 -3.485 -1.539
H 3.209 -1.453 -4.057
H 1.314 -2.637 -5.150
H -0.685 -3.298 -3.804
N 1.107 -1.697 -0.053
Pr 0.805 0.462 0.421
C 2.033 -1.897 2.709
H 2.907 -2.028 2.045
H 2.289 -2.263 3.714
C 3.499 -0.799 -1.415
H 3.804 -1.453 -0.581
H 4.334 -0.665 -2.118
P 1.776 -0.095 2.955
P 3.360 0.876 -0.725
C 3.157 2.085 -1.999
H 3.040 3.075 -1.558
H 4.096 1.996 -2.546
H 2.303 1.875 -2.645
C 4.719 1.211 0.336
H 5.524 1.339 -0.385
H 4.537 2.116 0.910
H 4.893 0.369 1.003
C 0.316 0.070 3.965
H 0.503 -0.538 4.848
H 0.191 1.120 4.245
H -0.603 -0.271 3.475
C 3.144 0.649 3.716
H 3.037 1.734 3.697
H 3.124 0.275 4.734
H 4.069 0.373 3.209
C 1.174 2.684 0.969
O 1.089 3.804 1.197
H -1.738 -1.776 -1.066
C -5.857 1.159 -0.363
C -4.473 1.116 0.201
C -4.254 1.538 1.506
C -2.967 1.568 2.035
C -2.760 2.048 3.430
C -1.862 1.159 1.219
C -2.071 0.794 -0.140
C -3.390 0.685 -0.603
N -0.991 0.647 -1.027
C -0.888 1.408 -2.294
C 0.029 0.665 -3.255
C -2.171 1.607 -3.044
C -0.310 2.787 -1.956
H -6.540 0.533 0.218
H -6.241 2.187 -0.328
H -5.890 0.831 -1.405
H -5.085 1.869 2.116
H -3.155 3.067 3.537
H -3.303 1.408 4.138
H -1.709 2.068 3.718
H -0.873 1.257 1.661
H -3.608 0.341 -1.578
H -0.447 -0.272 -3.598
H 0.212 1.280 -4.162
H 0.985 0.403 -2.843
H -1.946 2.161 -3.957
H -2.611 0.664 -3.368
H -2.879 2.215 -2.490
H -0.993 3.315 -1.271
H 0.675 2.761 -1.486
H -0.215 3.374 -2.880
*
```

Its HOMO energy (spin up / spin down) is -9.316 / -9.399 eV.

=====

No. 2
Density functional theory data (the ωB97M-V functional and the def2-TZVPD basis) for a cluster of 5 separate species, C2H13O4S in total.

Structure (ORCA input):
```
! RIJCOSX wB97M-V def2-TZVPD def2/J DEFGRID3
* xyz -1 1
C -0.748 -0.541 -1.621
C 0.272 0.419 -2.139
S 1.766 0.286 -0.946
H -0.832 -1.384 -2.260
H -1.738 0.009 -1.481
H -0.558 -0.800 -0.617
H -0.102 1.399 -2.132
H 0.634 0.253 -3.055
H -0.052 2.447 0.942
H 0.288 2.154 -0.496
O -0.143 2.865 0.071
H -2.046 -0.730 1.948
H -1.154 -1.866 1.545
O -2.129 -1.579 1.529
H 0.472 -1.480 -0.031
H 0.864 -2.898 0.332
O 0.504 -2.146 0.717
H -0.049 -0.043 2.194
H -0.569 1.464 2.347
O -0.802 0.564 2.490
*
```

Its HOMO energy is -3.322 eV.

=====

No. 3
Density functional theory data (the ωB97M-V functional and the def2-TZVPD basis) for a cluster of 2 separate species, C4H11NO2 in total.

Structure (ORCA input):
```
! RIJCOSX wB97M-V def2-TZVPD def2/J DEFGRID3
* xyz 0 1
C -0.175 -0.279 -2.050
C -0.533 1.005 -1.280
C 0.567 1.402 -0.313
O 1.694 1.658 -0.685
N 0.150 1.677 0.957
C 0.939 2.399 1.948
H -0.241 -0.159 -3.126
H 0.799 -0.711 -1.836
H -0.940 -1.038 -1.859
H -1.482 0.907 -0.784
H -0.700 1.824 -1.982
H -0.680 1.255 1.332
H 1.962 2.517 1.606
H 1.061 1.774 2.825
H 0.471 3.362 2.110
O -0.976 -5.762 0.641
H -1.539 -5.478 1.378
H -0.378 -6.351 1.118
*
```

Its HOMO energy is -9.573 eV.

=====

No. 4
Density functional theory data (the ωB97M-V functional and the def2-TZVPD basis) for a structure of composition C18H28BrFeN7O7S.

Structure (ORCA input):
```
! RIJCOSX wB97M-V def2-TZVPD def2/J DEFGRID3
* xyz -1 6
Fe 0.139 0.318 1.047
O -6.025 1.316 -0.378
C -4.822 1.114 0.206
C -3.800 2.055 0.191
C -2.601 1.738 0.796
N -2.370 0.568 1.414
C -3.376 -0.282 1.436
Br -3.123 -1.901 2.413
C -4.615 -0.094 0.859
H -6.028 2.171 -0.821
H -3.921 3.012 -0.301
H -1.742 2.400 0.772
H -5.390 -0.843 0.906
N 0.213 -0.043 3.259
N 1.503 -0.518 3.583
C 2.546 -0.306 2.609
O 3.689 -0.335 3.044
O 2.146 -0.175 1.410
H 0.052 0.912 3.567
H -0.494 -0.659 3.641
H 1.828 -0.283 4.511
C 0.152 4.457 0.534
C 0.954 3.366 1.264
C 2.354 3.271 0.634
C 1.100 3.762 2.744
N 0.327 2.096 1.141
H 0.660 5.425 0.570
H -0.834 4.581 0.995
H 0.012 4.170 -0.510
H 2.900 4.214 0.742
H 2.266 3.033 -0.427
H 2.921 2.472 1.113
H 1.600 4.728 2.862
H 1.689 3.005 3.268
H 0.114 3.824 3.213
N 0.163 -2.354 1.318
C 0.566 -2.975 0.116
C 1.916 -3.041 -0.221
C 2.285 -3.384 -1.510
C 1.319 -3.678 -2.464
C -0.011 -3.755 -2.084
C -0.390 -3.406 -0.796
S 1.762 -3.641 -4.193
O 2.815 -4.615 -4.387
O 2.229 -2.245 -4.343
O 0.522 -3.895 -4.908
H -0.688 -2.735 1.706
H 0.893 -2.321 2.019
H 2.662 -2.726 0.499
H 3.327 -3.357 -1.805
H -0.750 -4.012 -2.832
H -1.440 -3.381 -0.523
C -1.150 -0.935 -3.372
N 0.239 -0.680 -3.061
C 0.636 -0.323 -1.835
N 1.968 -0.142 -1.650
O -0.200 -0.115 -0.916
H -1.642 -0.044 -3.771
H -1.684 -1.255 -2.478
H -1.188 -1.729 -4.117
H 0.942 -1.095 -3.682
H 2.573 -0.582 -2.329
H 2.299 -0.147 -0.691
*
```

Its HOMO energy (spin up / spin down) is -4.981 / -4.890 eV.

=====

No. 5
Density functional theory data (the ωB97M-V functional and the def2-TZVPD basis) for an isolated molecule of C8H8F5NSi.

Structure (ORCA input):
```
! RIJCOSX wB97M-V def2-TZVPD def2/J DEFGRID3
* xyz 0 1
C 1.375 -0.384 2.286
Si -0.062 0.351 1.313
C 0.310 2.202 1.105
N -1.579 0.177 2.183
C -0.132 -0.244 -0.441
C 0.850 0.166 -1.327
F 1.861 0.929 -0.940
C 0.765 -0.236 -2.664
F 1.694 0.147 -3.551
C -0.236 -1.085 -3.070
F -0.339 -1.513 -4.332
C -1.195 -1.532 -2.144
F -2.041 -2.543 -2.430
C -1.134 -1.077 -0.847
F -2.108 -1.459 -0.006
H 2.254 -0.608 1.720
H 1.689 0.404 2.984
H 1.074 -1.240 2.962
H 0.637 2.699 2.020
H 1.103 2.306 0.358
H -0.618 2.646 0.795
H -2.296 0.667 1.677
H -1.875 -0.775 2.349
*
```

Its HOMO energy is -9.762 eV.

=====

No. 6
Density functional theory data (the ωB97M-V functional and the def2-TZVPD basis) for a structure of composition C30H59Br22FN2O7S.

Structure (ORCA input):
```
! RIJCOSX wB97M-V def2-TZVPD def2/J DEFGRID3
* xyz 0 1
C -4.867 0.988 2.854
C -4.991 1.678 1.505
O -6.037 1.703 0.932
N -3.751 2.330 1.034
C -3.852 3.765 0.835
C -2.517 4.456 0.935
O -4.881 4.345 0.653
N -3.067 1.638 0.006
C -2.875 0.205 0.267
O -1.618 -0.175 -0.223
C -0.575 0.468 0.483
O 0.658 -0.092 0.169
C 1.184 0.558 -1.046
C 1.845 1.941 -0.855
O 0.947 3.018 -1.189
S -3.538 2.032 -1.567
O -4.932 2.198 -1.761
O -2.698 3.074 -2.045
F -3.110 0.740 -2.350
H -5.871 0.860 3.258
H -4.462 -0.020 2.730
H -4.257 1.591 3.528
H -1.853 4.181 0.113
H -2.057 4.035 1.843
H -2.625 5.531 1.054
H -2.842 0.010 1.343
H -3.639 -0.443 -0.161
H -0.527 1.546 0.274
H -0.733 0.389 1.571
H 1.947 -0.097 -1.448
H 0.361 0.648 -1.763
H 2.696 2.051 -1.532
H 2.143 2.120 0.178
H 0.101 2.668 -1.489
Br -2.674 -2.707 1.283
C -3.468 -4.002 2.490
C -4.533 -3.368 3.343
Br -3.747 -2.279 4.754
H -2.654 -4.429 3.070
H -3.893 -4.770 1.849
H -5.121 -4.130 3.851
H -5.197 -2.718 2.780
Br -1.581 3.384 3.986
C -1.312 4.739 5.355
C -1.860 6.072 4.922
Br -0.692 6.934 3.629
H -0.246 4.767 5.566
H -1.845 4.374 6.231
H -1.909 6.755 5.768
H -2.840 5.995 4.461
Br 2.613 4.576 6.527
C 2.021 2.723 6.571
C 2.605 1.921 5.439
Br 1.712 2.314 3.759
H 0.936 2.739 6.555
H 2.363 2.336 7.529
H 2.446 0.858 5.611
H 3.663 2.107 5.285
Br 2.986 -0.147 0.717
C 3.987 -1.534 1.679
C 4.892 -2.337 0.789
Br 3.890 -3.621 -0.282
H 3.243 -2.149 2.176
H 4.574 -1.000 2.425
H 5.581 -2.938 1.381
H 5.453 -1.729 0.096
Br -1.451 0.013 -5.463
C -3.154 0.945 -5.589
C -4.121 0.213 -6.477
Br -3.674 0.480 -8.353
H -2.937 1.950 -5.938
H -3.527 0.992 -4.572
H -5.127 0.611 -6.362
H -4.135 -0.857 -6.299
Br -0.309 -6.486 1.786
C -1.437 -8.058 1.982
C -2.166 -8.378 0.705
Br -3.664 -7.169 0.417
H -2.108 -7.865 2.813
H -0.759 -8.867 2.246
H -2.607 -9.371 0.756
H -1.533 -8.309 -0.173
Br -0.397 3.568 -6.000
C -1.584 4.341 -7.337
C -0.821 5.121 -8.374
Br -0.243 6.849 -7.691
H -2.309 4.946 -6.801
H -2.089 3.493 -7.798
H -1.459 5.348 -9.225
H 0.070 4.606 -8.719
Br 7.571 -6.218 -1.664
C 6.900 -7.473 -0.336
C 5.939 -6.813 0.616
Br 6.869 -5.713 1.922
H 7.766 -7.895 0.164
H 6.395 -8.250 -0.906
H 5.406 -7.561 1.199
H 5.224 -6.167 0.116
Br 2.501 3.214 -9.509
C 1.380 1.626 -9.418
C 0.806 1.281 -10.766
Br -0.663 2.464 -11.243
H 0.618 1.820 -8.668
H 2.035 0.831 -9.068
H 0.376 0.282 -10.752
H 1.537 1.349 -11.566
Br -1.612 -3.392 7.702
C -1.509 -1.789 8.799
C -2.225 -0.631 8.155
Br -1.196 0.140 6.691
H -0.456 -1.593 8.972
H -1.986 -2.053 9.740
H -2.356 0.179 8.869
H -3.190 -0.911 7.744
Br 6.264 0.322 -1.087
C 7.931 0.134 -2.073
C 8.723 -1.054 -1.595
Br 9.602 -0.695 0.102
H 8.467 1.071 -1.967
H 7.637 0.001 -3.112
H 9.526 -1.282 -2.292
H 8.109 -1.939 -1.450
*
```

Its HOMO energy is -9.047 eV.